[1]
147
Properties=species:S:1:pos:R:3 method="wB97M-V/def2-TZVPD" total_charge=-1 molar_mass_g_mol=926.03 energy_ev=-98122.041 orbital_gap_ev=8.89 multiplicity=1
P -0.094 0.245 0.228
F -0.103 -0.901 -0.920
F -1.688 -0.028 0.473
F 0.290 -0.863 1.353
F -0.161 1.297 1.429
F 1.503 0.539 0.063
F -0.585 1.331 -0.866
C 3.264 -0.703 3.362
C 3.268 -1.063 4.833
C 2.843 0.257 5.506
O 3.417 1.233 4.660
C 3.263 0.832 3.289
H 2.412 -1.113 2.813
H 4.065 -1.097 2.730
H 4.253 -1.334 5.208
H 2.486 -1.777 5.094
H 3.269 0.260 6.509
H 1.757 0.376 5.565
H 4.087 1.304 2.756
H 2.313 1.250 2.942
C -4.752 -2.563 2.467
C -3.966 -2.798 1.153
C -2.572 -3.090 1.701
O -2.701 -3.685 2.980
C -3.887 -3.144 3.596
H -5.698 -3.102 2.433
H -4.928 -1.491 2.547
H -3.975 -2.048 0.368
H -4.366 -3.717 0.715
H -2.025 -2.143 1.755
H -1.985 -3.760 1.072
H -3.593 -2.399 4.341
H -4.315 -3.992 4.132
C 1.123 -3.848 1.640
O 2.470 -4.265 1.705
H 0.922 -3.253 2.534
H 0.942 -3.245 0.754
H 0.330 -4.604 1.580
H 2.662 -4.679 2.547
C -3.624 2.426 0.692
O -2.435 2.907 0.099
H -4.382 3.212 0.704
H -3.973 1.503 0.224
H -3.427 2.208 1.752
H -1.908 2.110 -0.086
C 2.896 -2.188 -0.910
O 2.255 -1.606 -2.019
H 2.525 -3.188 -0.674
H 3.981 -2.266 -0.992
H 2.723 -1.529 -0.054
H 1.400 -1.244 -1.751
C -1.095 1.440 4.805
O -1.198 0.118 5.298
C -0.642 -0.845 4.458
C -0.511 -2.209 5.157
O 0.290 -2.161 6.326
C 0.663 -3.408 6.828
H -0.046 1.701 4.628
H -1.509 2.123 5.543
H -1.640 1.554 3.863
H 0.354 -0.567 4.091
H -1.251 -0.969 3.554
H -0.038 -2.900 4.449
H -1.517 -2.626 5.280
H -0.216 -4.025 7.051
H 1.186 -3.203 7.764
H 1.349 -3.983 6.194
C 1.817 1.979 -3.169
O 1.731 3.016 -4.126
C 1.084 2.624 -5.319
C 1.116 3.732 -6.315
O 0.373 4.843 -5.812
C 0.522 5.961 -6.636
H 0.842 1.600 -2.852
H 2.287 2.432 -2.300
H 2.401 1.094 -3.445
H 0.030 2.356 -5.179
H 1.602 1.746 -5.723
H 0.633 3.415 -7.246
H 2.140 4.039 -6.554
H 0.369 5.748 -7.702
H 1.466 6.490 -6.473
H -0.280 6.672 -6.425
C 1.173 4.041 -0.326
O 0.083 4.613 0.385
C 0.392 4.634 1.754
C -0.710 5.246 2.643
O -1.966 4.855 2.111
C -3.000 4.971 3.057
H 2.170 4.459 -0.143
H 1.005 4.066 -1.401
H 1.228 2.989 -0.025
H 1.304 5.233 1.876
H 0.571 3.639 2.179
H -0.625 6.338 2.608
H -0.619 4.890 3.674
H -3.101 5.999 3.424
H -2.777 4.280 3.880
H -3.932 4.645 2.599
C -1.219 -0.711 -3.820
O -1.746 -1.256 -5.004
C -2.861 -0.543 -5.473
C -3.335 -1.028 -6.820
O -2.330 -0.918 -7.808
C -2.717 -1.606 -8.991
H -0.324 -1.273 -3.553
H -1.908 -0.838 -2.978
H -0.923 0.335 -3.941
H -2.736 0.546 -5.483
H -3.705 -0.711 -4.789
H -4.182 -0.396 -7.110
H -3.615 -2.082 -6.706
H -2.479 -2.661 -8.823
H -2.191 -1.207 -9.854
H -3.791 -1.584 -9.198
C 4.618 2.061 -0.451
O 4.941 3.391 -0.140
C 4.898 3.699 1.239
C 5.308 5.126 1.484
O 4.274 5.984 1.037
C 4.566 7.333 1.282
H 3.548 1.834 -0.473
H 5.122 1.333 0.196
H 4.921 1.749 -1.453
H 5.574 2.988 1.732
H 3.891 3.512 1.631
H 6.274 5.354 1.024
H 5.377 5.284 2.567
H 3.831 8.035 0.890
H 5.496 7.607 0.768
H 4.659 7.526 2.356
C -4.279 -8.799 -1.906
O -3.185 -7.984 -1.531
C -2.388 -7.695 -2.662
C -1.274 -6.712 -2.347
O -1.789 -5.593 -1.661
C -1.037 -4.411 -1.929
H -4.022 -9.669 -2.521
H -4.941 -8.156 -2.498
H -4.744 -9.145 -0.986
H -3.019 -7.371 -3.498
H -1.898 -8.597 -3.059
H -0.903 -6.449 -3.346
H -0.424 -7.156 -1.824
H -0.924 -4.318 -3.011
H -0.073 -4.580 -1.435
H -1.420 -3.502 -1.469

=====

[2]
139
Properties=species:S:1:pos:R:3 method="wB97M-V/def2-TZVPD" total_charge=+5 molar_mass_g_mol=721.15 energy_ev=-62466.268 e_above_lowest_kj_mol=0.00 orbital_gap_ev=8.69 multiplicity=1
C -12.103 9.123 8.645
N -13.499 9.484 8.276
C -13.851 8.790 6.982
C -14.421 8.862 9.305
C -13.735 10.982 8.212
C -14.726 11.521 7.221
O -16.038 11.279 7.710
H -11.494 9.364 7.778
H -11.948 8.099 8.969
H -11.857 9.710 9.532
H -13.135 8.968 6.184
H -14.829 9.169 6.708
H -13.945 7.721 7.156
H -14.212 9.384 10.238
H -14.079 7.836 9.424
H -15.472 8.891 9.044
H -12.743 11.415 8.069
H -13.995 11.324 9.215
H -14.587 11.183 6.194
H -14.526 12.598 7.256
H -16.648 11.736 7.122
C -13.396 -0.107 2.408
N -12.825 0.716 3.530
C -11.882 1.738 2.984
C -13.969 1.349 4.264
C -12.059 -0.278 4.393
C -11.103 0.248 5.463
O -11.646 1.022 6.523
H -12.600 -0.663 1.920
H -13.894 0.567 1.714
H -14.118 -0.819 2.801
H -11.853 2.548 3.709
H -12.357 2.202 2.120
H -10.967 1.226 2.713
H -14.395 2.153 3.671
H -13.528 1.722 5.185
H -14.671 0.552 4.494
H -11.426 -0.800 3.678
H -12.824 -0.907 4.848
H -10.294 0.815 5.004
H -10.673 -0.694 5.824
H -12.456 0.589 6.819
C -10.827 6.185 7.458
N -10.648 4.729 7.129
C -11.187 4.475 5.762
C -9.208 4.425 7.166
C -11.335 3.825 8.183
C -12.812 3.690 8.019
O -13.444 4.951 8.043
H -10.245 6.700 6.690
H -10.421 6.369 8.447
H -11.854 6.471 7.266
H -12.247 4.726 5.699
H -11.010 3.422 5.557
H -10.667 5.119 5.054
H -8.636 5.014 6.448
H -8.993 3.385 6.925
H -8.770 4.638 8.141
H -10.923 4.277 9.084
H -10.818 2.877 8.039
H -13.129 3.034 8.845
H -13.148 3.097 7.164
H -14.401 4.870 8.059
C -7.316 9.743 1.876
C -8.700 9.773 1.242
C -9.802 9.155 2.071
O -10.964 9.135 1.290
C -12.129 8.620 1.942
N -9.087 11.150 0.761
H -8.338 11.677 0.305
H -9.825 10.982 0.070
H -9.509 11.746 1.476
H -6.614 10.436 1.412
H -6.872 8.750 1.851
H -7.331 10.000 2.941
H -8.515 9.212 0.323
H -9.903 9.747 2.998
H -9.502 8.158 2.415
H -11.995 7.550 2.104
H -12.959 8.786 1.260
H -12.390 9.113 2.885
C -18.025 6.583 -1.856
C -18.000 8.080 -1.520
C -17.578 8.281 -0.061
N -16.941 9.621 0.242
C -17.956 10.696 0.036
C -16.337 9.636 1.631
C -15.251 10.722 1.623
C -14.919 10.914 0.121
C -15.715 9.839 -0.616
H -18.737 6.094 -1.187
H -17.039 6.149 -1.697
H -18.374 6.425 -2.872
H -19.015 8.458 -1.642
H -17.334 8.587 -2.216
H -16.878 7.521 0.287
H -18.493 8.238 0.531
H -17.512 11.657 0.288
H -18.809 10.497 0.678
H -18.235 10.702 -1.014
H -17.163 9.716 2.334
H -15.883 8.649 1.733
H -15.696 11.649 1.978
H -14.366 10.414 2.167
H -15.244 11.874 -0.275
H -13.868 10.747 -0.104
H -16.005 10.075 -1.633
H -15.217 8.868 -0.589
C -17.182 7.092 5.723
C -18.530 7.415 6.385
C -19.443 8.315 5.563
N -20.746 8.655 6.238
C -21.740 7.540 6.277
C -21.375 9.887 5.587
C -22.028 10.696 6.710
C -21.702 10.002 8.035
C -20.511 9.126 7.668
H -16.498 6.794 6.519
H -16.674 7.956 5.278
H -17.194 6.315 4.962
H -18.313 7.869 7.352
H -19.012 6.465 6.627
H -19.740 7.806 4.643
H -18.874 9.213 5.329
H -21.949 7.282 5.241
H -22.643 7.890 6.765
H -21.307 6.695 6.803
H -22.129 9.517 4.896
H -20.601 10.422 5.046
H -23.104 10.628 6.531
H -21.851 11.766 6.633
H -22.513 9.394 8.430
H -21.452 10.717 8.815
H -20.339 8.251 8.289
H -19.614 9.746 7.719
N -14.267 5.862 3.960
O -13.962 6.319 5.096
O -14.692 6.555 3.018
O -14.245 4.624 3.801

=====

[3]
153
Properties=species:S:1:pos:R:3 method="wB97M-V/def2-TZVPD" molar_mass_g_mol=977.23 energy_ev=-112052.014 orbital_gap_ev="9.20 / 2.84" multiplicity=2
C 1.483 -2.090 0.857
F 2.158 -1.050 0.380
F 2.099 -3.164 0.410
F 1.364 -2.093 2.180
S -0.308 -1.981 0.096
O -0.189 -2.626 -1.227
O -1.133 -2.716 1.051
N -0.652 -0.282 0.124
S -0.413 0.097 -1.306
O 0.942 -0.163 -1.758
O -1.463 -0.396 -2.221
C -0.573 2.021 -1.227
F -0.204 2.595 -2.343
F -1.808 2.416 -0.928
F 0.297 2.405 -0.333
O -2.706 -4.660 2.288
H -2.498 -3.914 1.725
H -3.145 -4.274 3.046
O 0.389 0.793 2.482
H 0.203 0.407 1.626
H -0.455 0.793 2.934
C -4.869 4.028 -1.074
C -4.212 5.183 -0.303
C -3.786 6.272 -1.325
O -5.090 5.718 0.639
H -4.234 3.779 -1.924
H -5.835 4.319 -1.489
H -5.001 3.123 -0.482
H -3.394 4.862 0.342
H -2.911 5.925 -1.875
H -3.322 7.077 -0.754
H -4.553 6.699 -1.971
H -5.930 5.256 0.694
C -0.895 -6.299 -0.618
C -1.156 -5.902 -2.111
C -0.181 -6.259 -3.193
O -2.438 -6.324 -2.533
H -1.597 -5.787 0.039
H 0.089 -5.920 -0.341
H -0.920 -7.382 -0.495
H -1.121 -4.813 -2.118
H -0.236 -7.331 -3.385
H 0.867 -6.093 -2.945
H -0.461 -5.808 -4.145
H -2.472 -7.265 -2.344
C 3.783 2.424 0.373
C 4.573 3.171 1.414
C 3.888 4.288 2.116
O 5.034 2.248 2.356
H 2.870 1.962 0.748
H 4.386 1.657 -0.112
H 3.433 3.038 -0.457
H 5.510 3.500 0.964
H 3.914 5.148 1.447
H 4.367 4.524 3.066
H 2.849 4.079 2.372
H 4.259 1.988 2.859
C -1.243 -1.945 4.674
C -1.692 -0.681 5.424
C -0.772 -0.214 6.484
O -1.820 0.352 4.482
H -0.344 -1.776 4.082
H -1.960 -2.342 3.956
H -1.070 -2.703 5.438
H -2.696 -0.911 5.780
H -0.575 -0.948 7.266
H -1.211 0.679 6.930
H 0.237 0.033 6.155
H -2.404 0.129 3.753
C 6.956 -2.000 -1.044
C 6.882 -2.424 0.381
C 5.600 -3.137 0.814
O 7.966 -3.291 0.579
H 6.717 -2.791 -1.754
H 7.898 -1.495 -1.260
H 6.246 -1.188 -1.199
H 6.960 -1.510 0.969
H 4.698 -2.685 0.400
H 5.457 -3.097 1.894
H 5.597 -4.170 0.466
H 8.784 -2.794 0.511
C -2.752 -2.362 -5.169
C -2.828 -3.494 -4.114
C -3.710 -3.096 -2.925
O -3.443 -4.669 -4.615
H -3.642 -2.256 -5.789
H -1.944 -2.608 -5.859
H -2.510 -1.381 -4.762
H -1.777 -3.676 -3.892
H -3.441 -2.094 -2.591
H -3.509 -3.747 -2.074
H -4.747 -3.149 -3.257
H -3.187 -5.374 -4.016
C -5.111 0.619 -4.676
C -4.638 2.003 -4.750
C -3.197 2.228 -4.191
O -4.556 2.469 -6.096
H -6.135 0.646 -5.049
H -5.164 0.116 -3.711
H -4.578 -0.001 -5.397
H -5.336 2.577 -4.140
H -3.114 1.953 -3.139
H -2.845 3.260 -4.212
H -2.401 1.746 -4.759
H -3.923 1.915 -6.559
C 5.373 -1.379 5.858
C 3.969 -1.841 6.332
C 3.198 -2.342 5.145
O 4.133 -2.940 7.245
H 5.331 -0.595 5.101
H 5.814 -2.290 5.454
H 6.051 -1.004 6.624
H 3.336 -1.117 6.845
H 2.496 -3.028 5.619
H 3.837 -2.922 4.479
H 2.648 -1.565 4.614
H 4.500 -2.576 8.054
C -4.159 -1.241 0.762
C -4.041 0.204 1.207
C -5.064 0.636 2.263
O -2.831 0.341 1.811
H -5.050 -1.370 0.147
H -4.182 -1.891 1.636
H -3.324 -1.606 0.163
H -4.077 0.832 0.317
H -4.796 1.645 2.577
H -5.022 0.013 3.156
H -6.120 0.466 2.055
H -2.205 -0.013 1.175
C -0.047 5.353 -0.170
C -0.207 6.825 -0.039
C -0.603 7.251 1.368
O 1.031 7.463 -0.314
H 0.214 5.116 -1.202
H -0.984 4.845 0.060
H 0.663 4.813 0.455
H -0.976 7.258 -0.679
H -1.554 6.733 1.498
H -0.670 8.337 1.427
H 0.048 6.776 2.102
H 0.906 8.414 -0.355
C 5.071 -0.874 -4.093
C 3.934 -0.319 -3.213
C 3.462 1.058 -3.640
O 2.863 -1.209 -3.389
H 5.685 -1.672 -3.677
H 5.852 -0.115 -4.148
H 4.765 -1.179 -5.094
H 4.288 -0.395 -2.185
H 4.278 1.780 -3.675
H 2.632 1.454 -3.055
H 3.016 0.991 -4.632
H 2.195 -1.040 -2.720

=====

What is the multiplicity in the second record?
1